{"formula": "C68H153N2O4P3", "method": "ωB97M-V with the def2-TZVPD basis set", "charge": 4, "homo_ev": -15.9514, "mol_weight_g_mol": 1155.9, "total_energy_ev": -111999.62657, "e_lumo_ev": -6.91, "homo_lumo_gap_ev": 9.05, "symbols": ["O", "C", "O", "O", "H", "C", "C", "C", "C", "N", "C", "C", "C", "C", "C", "C", "C", "H", "H", "H", "H", "H", "H", "H", "H", "H", "H", "H", "H", "H", "H", "H", "H", "H", "H", "H", "H", "H", "H", "H", "H", "C", "C", "C", "C", "P", "C", "C", "C", "C", "C", "C", "C", "C", "C", "C", "C", "C", "H", "H", "H", "H", "H", "H", "H", "H", "H", "H", "H", "H", "H", "H", "H", "H", "H", "H", "H", "H", "H", "H", "H", "H", "H", "H", "H", "H", "H", "H", "H", "H", "H", "H", "H", "H", "C", "C", "C", "C", "P", "C", "C", "C", "C", "C", "C", "C", "C", "C", "C", "C", "C", "H", "H", "H", "H", "H", "H", "H", "H", "H", "H", "H", "H", "H", "H", "H", "H", "H", "H", "H", "H", "H", "H", "H", "H", "H", "H", "H", "H", "H", "H", "H", "H", "H", "H", "H", "H", "C", "C", "C", "C", "P", "C", "C", "C", "C", "C", "C", "C", "C", "C", "C", "C", "C", "H", "H", "H", "H", "H", "H", "H", "H", "H", "H", "H", "H", "H", "H", "H", "H", "H", "H", "H", "H", "H", "H", "H", "H", "H", "H", "H", "H", "H", "H", "H", "H", "H", "H", "H", "H", "C", "C", "N", "C", "C", "C", "C", "C", "O", "C", "H", "H", "H", "H", "H", "H", "H", "H", "H", "H", "H", "H", "H", "H", "H", "H", "H", "H", "H", "H"], "coordinates": [[1.013, 1.970, -0.401], [0.154, 1.683, 0.508], [0.561, 1.695, 1.684], [-0.903, 1.273, 0.116], [1.539, 2.152, 0.381], [1.624, -2.594, 7.169], [2.102, -1.280, 6.511], [2.917, -1.295, 5.180], [2.096, -1.744, 3.904], [2.932, -1.778, 2.571], [3.512, -0.408, 2.157], [3.681, -0.443, 0.606], [2.745, -1.568, 0.163], [1.946, -1.944, 1.404], [3.982, -3.014, 2.558], [3.558, -4.437, 2.825], [4.771, -5.377, 2.796], [1.386, -3.358, 6.429], [0.749, -2.440, 7.802], [2.280, -2.983, 7.947], [2.688, -0.765, 7.272], [1.239, -0.715, 6.159], [3.778, -1.959, 5.260], [3.211, -0.273, 4.939], [1.349, -0.970, 3.731], [1.612, -2.711, 4.039], [4.400, -0.182, 2.749], [2.615, 0.134, 2.456], [4.700, -0.608, 0.257], [3.395, 0.520, 0.183], [3.250, -2.366, -0.381], [2.177, -1.210, -0.696], [1.612, -2.982, 1.397], [1.010, -1.400, 1.530], [4.667, -2.695, 3.343], [4.352, -2.980, 1.533], [2.822, -4.753, 2.086], [3.132, -4.694, 3.795], [4.511, -6.430, 2.902], [5.576, -5.032, 3.445], [5.236, -5.348, 1.810], [-5.879, 4.566, -0.889], [-5.151, 3.910, 0.235], [-5.415, 2.402, 0.272], [-4.266, 1.623, 0.895], [-4.200, -0.182, 0.673], [-5.809, -0.848, 1.035], [-6.280, -0.773, 2.556], [-7.713, -1.187, 2.754], [-7.843, -2.646, 2.638], [-3.913, -0.439, -1.150], [-4.589, -1.731, -1.649], [-4.185, -3.046, -1.062], [-4.393, -4.101, -2.105], [-2.871, -1.061, 1.715], [-2.575, -0.394, 3.117], [-1.857, -1.390, 4.099], [-1.930, -0.995, 5.563], [-5.480, 4.327, -1.875], [-5.952, 5.635, -0.685], [-6.903, 4.200, -0.818], [-5.532, 4.256, 1.196], [-4.085, 4.096, 0.107], [-5.546, 2.088, -0.763], [-6.379, 2.212, 0.743], [-4.165, 1.769, 1.970], [-3.356, 1.918, 0.372], [-5.753, -1.922, 0.856], [-6.583, -0.285, 0.512], [-6.219, 0.291, 2.786], [-5.541, -1.187, 3.242], [-8.358, -0.603, 2.097], [-7.928, -0.854, 3.769], [-8.886, -2.817, 2.906], [-7.226, -3.169, 3.368], [-7.702, -3.062, 1.640], [-2.868, -0.334, -1.443], [-4.463, 0.307, -1.723], [-4.563, -1.677, -2.737], [-5.642, -1.557, -1.425], [-4.642, -3.373, -0.129], [-3.117, -2.933, -0.874], [-5.368, -4.141, -2.590], [-4.203, -5.093, -1.694], [-3.781, -4.027, -3.004], [-1.924, -1.054, 1.175], [-3.089, -2.113, 1.900], [-3.514, -0.142, 3.608], [-2.002, 0.533, 3.144], [-0.841, -1.363, 3.704], [-2.186, -2.416, 3.931], [-1.322, -1.595, 6.239], [-2.971, -1.040, 5.883], [-1.574, 0.030, 5.666], [1.288, -8.981, -2.860], [1.714, -8.461, -4.220], [0.760, -7.392, -4.658], [1.105, -6.649, -5.986], [-0.024, -5.262, -6.329], [0.692, -4.229, -7.745], [2.013, -3.453, -7.371], [2.301, -2.203, -8.346], [2.389, -2.631, -9.748], [-1.770, -5.816, -6.563], [-2.670, -4.601, -7.024], [-4.105, -5.052, -7.251], [-5.082, -3.853, -7.501], [-0.046, -4.237, -4.835], [-1.097, -4.472, -3.772], [-0.663, -4.011, -2.352], [-0.274, -2.509, -2.142], [1.930, -9.838, -2.655], [0.293, -9.419, -2.934], [1.304, -8.261, -2.043], [1.816, -9.198, -5.016], [2.738, -8.096, -4.139], [0.812, -6.613, -3.897], [-0.284, -7.699, -4.596], [0.961, -7.325, -6.828], [2.148, -6.331, -5.952], [-0.240, -3.789, -8.099], [0.984, -4.845, -8.595], [2.860, -4.138, -7.409], [1.941, -3.049, -6.362], [3.113, -1.612, -7.922], [1.462, -1.509, -8.384], [3.021, -3.496, -9.949], [2.740, -1.849, -10.421], [1.432, -2.923, -10.180], [-2.172, -6.161, -5.610], [-1.684, -6.661, -7.245], [-2.415, -4.152, -7.984], [-2.700, -3.798, -6.287], [-4.351, -5.640, -6.366], [-4.100, -5.698, -8.128], [-5.228, -3.232, -6.617], [-6.048, -4.350, -7.590], [-4.833, -3.297, -8.405], [-0.228, -3.253, -5.268], [0.963, -4.237, -4.422], [-1.438, -5.502, -3.676], [-1.945, -3.804, -3.925], [0.219, -4.640, -2.231], [-1.457, -4.330, -1.677], [0.613, -2.178, -2.682], [-0.084, -2.209, -1.111], [-1.117, -1.972, -2.578], [-2.508, 5.694, 2.639], [-1.226, 6.349, 3.250], [0.033, 5.476, 3.210], [1.295, 6.065, 3.905], [2.677, 4.975, 4.201], [1.930, 3.508, 5.046], [1.057, 3.909, 6.270], [0.710, 2.634, 7.135], [-0.330, 2.841, 8.249], [3.545, 4.490, 2.557], [4.062, 3.019, 2.581], [5.279, 2.603, 1.591], [5.029, 3.003, 0.140], [3.938, 5.737, 5.324], [5.154, 4.947, 5.706], [6.176, 5.852, 6.446], [6.718, 7.149, 5.865], [-3.150, 6.518, 2.329], [-3.023, 5.116, 3.406], [-2.210, 5.134, 1.752], [-1.428, 6.537, 4.304], [-0.944, 7.319, 2.840], [0.263, 5.375, 2.149], [-0.133, 4.439, 3.502], [0.990, 6.507, 4.853], [1.644, 6.922, 3.329], [2.701, 2.830, 5.411], [1.413, 2.965, 4.254], [0.143, 4.473, 6.086], [1.549, 4.585, 6.970], [1.611, 2.267, 7.627], [0.443, 1.835, 6.444], [-1.055, 2.032, 8.156], [-0.828, 3.801, 8.121], [0.173, 2.808, 9.216], [4.315, 5.251, 2.437], [2.778, 4.514, 1.782], [3.219, 2.328, 2.576], [4.426, 2.717, 3.564], [5.596, 1.563, 1.666], [6.182, 3.187, 1.766], [5.409, 2.206, -0.498], [5.676, 3.851, -0.088], [4.006, 3.204, -0.178], [3.400, 5.944, 6.248], [4.261, 6.735, 5.028], [5.656, 4.357, 4.939], [4.758, 4.231, 6.426], [6.941, 5.153, 6.785], [5.835, 6.263, 7.397], [7.750, 7.426, 6.080], [6.209, 7.934, 6.424], [6.569, 7.353, 4.805], [-2.113, 3.603, -2.149], [-1.534, 3.941, -3.553], [0.059, 3.840, -3.688], [0.380, 4.510, -5.060], [0.730, 4.548, -2.418], [0.263, 6.062, -2.232], [0.370, 2.291, -3.808], [1.651, 1.854, -4.453], [2.645, 2.539, -3.906], [3.943, 2.247, -4.248], [-1.759, 4.288, -1.379], [-1.786, 2.581, -1.962], [-3.190, 3.770, -2.138], [-1.585, 5.026, -3.655], [-2.023, 3.509, -4.426], [-0.101, 3.919, -5.840], [1.445, 4.614, -5.267], [-0.109, 5.483, -5.115], [1.803, 4.624, -2.599], [0.412, 4.117, -1.469], [-0.724, 6.107, -1.772], [0.271, 6.579, -3.192], [1.010, 6.465, -1.548], [-0.373, 1.928, -4.518], [0.285, 2.015, -2.757], [1.591, 2.039, -5.525], [1.798, 0.776, -4.375], [4.693, 2.954, -3.895], [4.060, 2.131, -5.326], [4.199, 1.319, -3.738]], "forces_ev_per_a": [[3.222, 1.691, -2.242], [-3.581, -2.756, 1.746], [1.199, 0.690, 2.033], [-4.373, -1.065, -1.115], [3.530, 1.131, -0.315], [0.008, 0.106, -0.042], [-0.159, -0.385, -0.786], [-0.280, -1.276, -0.834], [1.104, 0.797, 0.400], [-1.031, -1.695, -0.107], [-0.303, -1.247, 0.254], [0.205, 0.067, 0.888], [-0.212, 0.550, -1.167], [0.147, -1.641, -0.228], [-0.637, 1.695, 0.425], [-0.775, -0.943, 0.404], [0.653, 0.530, -1.528], [0.012, -0.183, 0.161], [-0.420, 0.349, -0.476], [0.688, -0.134, -0.591], [-0.193, 0.509, -0.298], [-0.346, 0.423, 0.861], [0.294, 0.218, 0.087], [0.398, 0.014, 0.345], [-0.189, -0.136, -0.148], [0.158, -0.012, -0.260], [-0.175, 0.086, -0.063], [0.494, 1.128, -0.264], [0.109, -0.114, 0.407], [-0.182, -0.004, 0.174], [0.401, -0.496, 0.897], [-0.847, 0.285, 0.500], [0.220, -0.147, -0.003], [0.449, 0.735, 0.328], [0.465, 0.035, -0.510], [0.561, 0.228, 0.323], [0.007, -0.130, -0.118], [-0.405, 0.932, 0.217], [-0.103, 0.246, 0.604], [-0.270, -0.348, 0.471], [0.048, 0.084, -0.281], [-1.183, 0.285, 0.429], [0.352, -0.829, 0.572], [-0.150, -0.462, -0.664], [0.626, -0.624, 0.221], [0.789, -0.011, -0.593], [-0.461, -0.870, 2.230], [1.380, 2.327, -1.210], [1.389, 0.966, 0.432], [-1.607, -1.088, 0.249], [-0.464, -0.574, 0.325], [-1.202, 1.467, 0.609], [1.127, 0.002, -0.896], [-0.053, -1.610, -0.791], [0.450, 1.504, 0.633], [-0.975, -0.957, 1.002], [0.360, 0.308, -1.431], [-0.087, 0.373, -0.326], [0.014, 0.174, 0.019], [0.215, 0.086, -0.526], [-0.234, 0.085, -0.477], [0.476, 0.597, 0.017], [0.169, 0.036, 0.526], [0.042, -0.262, -0.211], [0.023, -0.050, 0.199], [0.135, 0.416, 0.027], [0.433, 0.236, 0.411], [-0.433, 0.124, -0.757], [0.131, -0.403, -0.602], [-0.037, 0.358, 0.195], [-0.239, -0.700, -0.071], [-0.090, -0.171, -0.152], [-0.399, -0.165, 0.076], [-0.035, -0.761, -0.068], [0.076, -0.032, -0.105], [0.160, 0.089, -0.027], [0.198, -0.110, 0.435], [0.092, 0.620, 0.489], [0.342, -0.496, -0.077], [-0.291, -0.185, -0.202], [-0.244, 0.450, -0.002], [0.318, -0.443, 0.276], [-0.502, 0.216, 0.671], [-0.070, -0.131, -0.048], [0.579, 0.391, 0.263], [-0.142, 0.244, -0.484], [-0.658, 0.055, -0.240], [-0.337, 0.051, -0.091], [0.103, -0.029, -0.807], [0.448, -0.255, 0.386], [-0.310, -0.036, 0.104], [-0.064, -0.245, -0.208], [0.053, 0.058, 0.220], [-0.114, 0.181, 0.123], [0.003, -1.477, -0.606], [0.368, 0.223, -0.241], [0.060, 1.923, -0.124], [-1.027, -0.930, 0.283], [0.879, -0.302, 0.142], [0.108, -1.092, 0.679], [-1.208, 1.792, -0.572], [-1.230, -0.887, 1.679], [0.761, -0.676, -2.220], [0.674, 1.515, -0.614], [-0.098, -0.637, -0.533], [0.124, 0.752, 0.127], [-0.048, -1.832, 0.672], [0.094, 0.659, -0.660], [-0.660, 1.228, 1.167], [1.565, -0.375, -0.442], [-0.715, -0.898, -0.918], [0.078, 0.143, 0.552], [-0.200, 0.152, 0.136], [0.187, 0.090, -0.200], [-0.386, -0.576, 0.320], [0.045, 0.502, -0.002], [0.014, 0.194, 0.361], [-0.030, -0.420, -0.424], [0.301, -0.138, -0.205], [-0.057, 0.255, -0.187], [0.437, 1.251, 0.018], [-0.275, -0.658, 0.194], [-0.112, -0.051, -0.069], [0.057, -0.073, 0.132], [0.403, -0.364, -0.324], [-0.348, 0.020, 0.822], [0.355, -0.011, 0.260], [0.110, 0.135, 0.137], [-0.309, 0.074, 0.295], [0.289, -0.168, 0.017], [-0.562, 0.082, -0.265], [0.782, -0.023, 0.066], [0.398, -0.057, 0.255], [-0.702, -0.061, -0.099], [-0.254, -0.178, 0.095], [0.509, 0.301, -0.077], [-0.198, 0.324, -0.548], [-0.079, 0.042, 0.189], [0.254, 0.387, 0.185], [0.114, -0.003, 0.005], [0.009, 0.071, -0.114], [-0.380, -0.440, -0.827], [0.162, -0.071, 0.978], [0.202, 0.118, 0.182], [0.080, -0.340, -0.288], [-0.450, -0.247, 0.099], [-0.033, 0.625, 0.336], [1.336, 1.264, 0.168], [0.124, -0.454, 1.174], [0.558, -0.543, -1.024], [-1.057, 0.860, -0.317], [1.193, -1.086, -0.171], [0.196, 0.896, 0.244], [-0.199, -0.926, 1.110], [0.540, 0.509, -0.591], [0.288, -0.078, -0.764], [-0.697, -0.947, 1.275], [1.819, -0.835, 0.498], [-1.430, 1.573, 0.191], [0.463, -0.505, -0.779], [-1.021, 0.747, -0.537], [0.300, 0.015, 1.001], [0.618, -0.705, 0.929], [-0.165, 1.099, -0.351], [-0.219, -0.209, -0.035], [0.082, -0.269, -0.351], [-0.338, -0.345, 0.064], [-0.165, 0.237, 0.141], [-0.362, 0.015, -0.338], [0.280, -0.106, -0.271], [-0.310, 0.054, 0.423], [0.156, -0.137, 0.350], [0.184, 0.074, -0.118], [0.292, 0.142, -0.075], [-0.440, -0.056, 0.084], [-0.176, -0.331, -0.764], [0.667, 0.081, -0.199], [0.346, 0.114, -0.246], [-0.362, -0.059, -0.062], [-0.159, 0.201, 0.433], [-0.171, -0.073, 0.197], [-0.351, 0.050, 0.017], [0.019, -0.093, -0.269], [0.072, 0.570, -0.084], [-0.314, 0.115, -1.050], [0.432, 0.613, 0.435], [-0.518, -0.051, 0.328], [-0.099, -0.113, 1.139], [-0.104, -0.033, -0.254], [-0.433, 0.225, -0.224], [-0.108, 0.039, 0.235], [-0.291, -0.046, 0.103], [-0.350, 0.071, -0.790], [-0.103, 0.334, -0.374], [0.513, -0.375, 0.173], [0.426, 0.131, -0.319], [-0.923, -0.897, 0.197], [0.228, -0.823, -0.018], [-0.257, 0.347, -0.484], [-0.067, -0.278, -0.138], [0.942, -0.306, -1.324], [1.250, 2.226, 1.117], [-0.406, -0.704, -0.619], [-0.535, -0.046, 0.970], [-1.092, 2.034, -1.184], [0.259, -1.757, -0.686], [-0.641, 1.193, 0.498], [-0.924, -0.253, -1.159], [1.251, 3.058, 2.183], [1.317, -1.313, -0.274], [0.354, -0.211, -0.101], [-0.591, -0.049, 0.788], [-0.047, -0.505, -0.359], [-0.610, 0.005, -0.267], [0.321, -0.400, 0.239], [0.138, -0.259, 0.165], [-0.073, -0.224, 0.424], [0.204, 0.005, 0.290], [-0.177, -0.855, 0.035], [0.461, -1.062, -0.647], [0.095, 0.198, -0.096], [0.076, 0.313, 0.282], [-0.153, 0.310, -0.134], [-0.619, -0.158, 0.710], [-0.158, -0.723, -0.253], [-0.043, 0.080, -0.516], [-0.361, -0.481, 0.339], [-0.610, 0.498, 0.044], [0.079, -0.045, -0.160], [0.303, -0.468, -0.269]], "mulliken_charge": [0.4187, 0.6158, -0.9455, -1.0416, -0.5117, -1.4681, 0.0949, -0.5808, -0.4266, 0.8124, -0.8077, 0.0436, -0.3820, -0.7623, -0.8759, -0.1974, -1.4376, 0.2831, 0.3886, 0.3913, 0.4882, -0.1717, 0.3194, 0.0770, -0.0833, 0.5805, 0.6823, 0.0892, 0.4463, -0.2060, 0.3663, 0.0126, 0.7445, 0.0101, 0.6017, 0.5218, 0.2465, 0.2371, 0.4004, 0.3724, 0.3554, -1.5437, 0.2793, -0.9023, -0.4732, 0.8111, -0.7443, -0.9441, -0.5549, -1.2296, -0.8195, -1.2335, 0.4080, -1.4354, -0.6933, -0.5015, 0.1612, -1.2318, 0.3263, 0.4020, 0.3979, 0.4871, -0.3442, 0.4781, 0.4877, 0.7823, -0.1222, 0.2175, 0.6007, 0.4069, 0.3311, 0.3921, 0.3714, 0.4231, 0.3039, 0.3110, 0.1457, 0.4327, 0.5754, 0.4437, 0.4265, -0.0728, 0.4629, 0.4275, 0.0120, 0.1887, 0.9237, 0.5290, 0.2453, -0.5110, 0.5425, 0.3408, 0.4105, 0.1116, -1.3283, -0.4419, -0.3587, -1.0180, 0.8835, -1.3207, -0.6011, -0.4708, -1.3563, -0.7992, -0.6119, -0.6698, -1.2345, -1.8345, -0.1610, -1.3983, -1.0003, 0.4195, 0.3402, 0.3125, 0.4393, 0.3189, 0.0104, 0.3814, 0.5727, 0.4719, 0.6158, 0.6043, 0.3756, 0.3008, 0.4104, 0.2592, 0.3568, 0.3666, 0.3334, 0.5081, 0.7000, 0.2985, 0.2830, 0.4163, 0.3772, 0.2843, 0.4005, 0.3535, 0.6818, 0.8915, 0.5164, 0.0994, 0.5320, 0.5161, 0.6562, 0.0863, 0.1510, -0.8335, -0.8942, 0.0439, -1.6790, 0.8334, -0.5505, -1.1452, -0.0153, -1.2356, -0.8687, -0.1068, -0.5891, -1.2549, -1.2723, -0.3945, -0.6864, -1.2760, 0.4270, 0.3857, -0.0922, 0.3958, 0.3974, 0.2680, 0.1488, 0.5964, 0.6937, 0.8443, 0.1817, 0.4499, 0.3724, 0.3847, -0.1670, 0.3182, 0.3746, 0.3193, 0.6302, 0.5403, -0.4567, 0.5868, 0.3526, 0.5001, 0.2932, 0.4787, 0.1301, 0.6654, 0.7229, 0.2497, 0.2223, 0.4874, 0.3359, 0.3279, 0.3551, 0.3001, 0.3140, -0.8693, 0.1255, -1.0602, 0.3626, -1.3361, -0.0166, -1.0428, -0.1198, -0.8927, -0.1665, -0.1161, 0.1309, 0.4896, 0.5587, 0.4194, 0.2795, 0.5092, 0.5974, -0.3902, 0.2925, 0.3390, 0.4709, 0.2809, -0.0471, 0.4822, 0.5724, 0.2799, 0.2992, 0.2963]}